(1)
Formula: C47H43N8O2PTi
Source: the OMol25 dataset
Level of theory: ωB97M-V/def2-TZVPD

Each line ends with the Mulliken charge.
CARTESIAN COORDINATES (ANGSTROEM)
Ti (-0.0216, 0.0625, -0.1028)  0.495
C (1.5593, -0.5307, 2.5818)  -1.656
N (0.4796, 0.3924, 2.1742)  -0.062
C (-0.7608, 0.2373, 2.9589)  -1.669
C (-1.4847, -0.9376, 2.3878)  0.153
N (-1.3418, -1.2330, 1.1140)  1.548
C (-2.1016, -2.3802, 0.8909)  -0.560
C (-2.3235, -3.1115, -0.2743)  -0.846
C (-3.1577, -4.2056, -0.1785)  -0.876
C (-3.7610, -4.5688, 1.0381)  -0.629
C (-3.5535, -3.8492, 2.1968)  -1.229
C (-2.7109, -2.7480, 2.0928)  1.478
N (-2.2847, -1.8068, 3.0263)  0.005
C (1.9333, -1.5025, 1.5017)  -0.021
N (1.3547, -1.5930, 0.3163)  1.702
C (1.9407, -2.7078, -0.3039)  -0.135
C (1.6571, -3.3518, -1.5101)  -0.767
C (2.4061, -4.4667, -1.8307)  -0.981
C (3.4097, -4.9534, -0.9791)  -0.702
C (3.6770, -4.3521, 0.2336)  -1.049
C (2.9153, -3.2331, 0.5476)  0.546
N (2.8764, -2.4400, 1.6861)  0.392
H (2.4403, 0.0384, 2.8869)  0.505
H (1.2492, -1.1095, 3.4568)  0.519
H (0.8143, 1.3443, 2.2803)  0.366
H (-0.5741, 0.1279, 4.0301)  0.605
H (-1.3616, 1.1393, 2.8152)  0.308
H (-1.8709, -2.8331, -1.2184)  0.414
H (-3.3599, -4.8009, -1.0583)  0.485
H (-4.4073, -5.4354, 1.0626)  0.456
H (-4.0225, -4.1317, 3.1295)  0.519
H (-2.5382, -1.7677, 4.0014)  0.276
H (0.8530, -3.0322, -2.1576)  0.483
H (2.1997, -4.9958, -2.7512)  0.509
H (3.9614, -5.8378, -1.2682)  0.525
H (4.4230, -4.7462, 0.9112)  0.539
H (3.4377, -2.5524, 2.5164)  0.332
N (-2.3672, 1.2975, -2.0652)  0.222
P (-2.1564, 1.6001, -0.4048)  1.804
C (-3.8174, 1.5434, 0.2783)  0.589
C (-4.5992, 2.7012, 0.3289)  -0.563
C (-5.9038, 2.6347, 0.7904)  -0.791
C (-6.4361, 1.4200, 1.2025)  -0.679
C (-5.6679, 0.2648, 1.1449)  -0.782
C (-4.3629, 0.3240, 0.6840)  -0.475
C (-1.6347, 3.3296, -0.2705)  0.450
C (-1.7453, 3.9687, 0.9660)  -0.662
C (-1.3011, 5.2734, 1.1173)  -0.886
C (-0.7372, 5.9454, 0.0382)  -0.726
C (-0.6146, 5.3092, -1.1888)  -0.668
C (-1.0588, 4.0019, -1.3439)  -0.752
C (-1.4635, 0.6267, -2.8535)  0.066
C (-1.6323, 0.6299, -4.2479)  -0.972
C (-0.7013, 0.0121, -5.0404)  -0.637
C (0.4097, -0.6011, -4.4460)  -1.446
C (0.4934, -0.5820, -3.0838)  -0.766
N (-0.4294, -0.0082, -2.2709)  1.195
H (-3.1437, 1.7258, -2.5510)  0.323
H (-4.1961, 3.6551, 0.0141)  0.467
H (-6.5074, 3.5315, 0.8253)  0.461
H (-7.4558, 1.3747, 1.5611)  0.429
H (-6.0898, -0.6839, 1.4496)  0.486
H (-3.7867, -0.5885, 0.6091)  0.432
H (-2.2254, 3.4736, 1.8043)  0.452
H (-1.4144, 5.7759, 2.0690)  0.465
H (-0.4074, 6.9694, 0.1533)  0.455
H (-0.1870, 5.8343, -2.0325)  0.491
H (-0.9644, 3.5207, -2.3100)  0.402
H (-2.4885, 1.1327, -4.6772)  0.560
H (-0.8176, 0.0130, -6.1161)  0.445
H (1.1769, -1.0775, -5.0378)  0.540
H (1.3292, -1.0441, -2.5753)  0.860
C (7.1438, -3.3026, -1.9208)  -0.978
O (6.2336, -2.3013, -1.4340)  -0.470
C (6.3766, -1.8709, -0.1666)  0.579
C (7.3003, -2.3495, 0.7563)  -0.319
C (7.3158, -1.8252, 2.0394)  -0.948
C (6.4205, -0.8355, 2.4271)  -1.196
C (5.5000, -0.3455, 1.5158)  0.060
C (5.4886, -0.8568, 0.2237)  0.107
N (4.5321, -0.5112, -0.7715)  0.550
C (3.6781, 0.4532, -0.8832)  -0.793
C (3.5537, 1.6637, -0.1113)  -0.014
C (4.6620, 2.4305, 0.2839)  -0.217
C (4.4696, 3.6727, 0.8459)  -0.967
C (3.1754, 4.1593, 1.0305)  -0.857
C (2.0637, 3.4258, 0.6500)  0.151
C (2.2475, 2.1763, 0.0646)  -0.622
O (1.2048, 1.4232, -0.2993)  -0.153
H (8.1693, -2.9415, -1.8578)  0.398
H (6.8730, -3.4647, -2.9582)  0.274
H (7.0273, -4.2274, -1.3557)  0.406
H (8.0093, -3.1148, 0.4774)  0.516
H (8.0471, -2.1909, 2.7479)  0.443
H (6.4581, -0.4314, 3.4292)  0.487
H (4.8094, 0.4313, 1.8062)  0.455
H (4.5325, -1.2097, -1.5153)  0.447
H (2.9775, 0.3310, -1.7037)  0.840
H (5.6653, 2.0611, 0.1143)  0.702
H (5.3200, 4.2758, 1.1311)  0.476
H (3.0364, 5.1375, 1.4732)  0.526
H (1.0607, 3.8105, 0.7755)  0.351

Forces on atoms 1 to 6 (eV/Å):
-0.243 0.128 0.512
0.010 0.009 0.022
-0.002 -0.085 -0.129
-0.075 0.007 -0.017
0.074 -0.010 -0.012
0.074 0.086 -0.277

For the relative energy (zero: lowest compared OMol25 entry of this formula, charge and spin), the calculation gives 6.9 kcal per mole. As for the expectation value of S²: 0.753. As for the spin multiplicity: 2. The total charge is +3. The calculated total energy is -3595.58081 Ha. The value obtained for the LUMO energy (spin up / spin down) is -8.198 / -8.164 eV. As for the highest occupied orbital energy (spin up / spin down): -15.6 / -15.6 eV. The frontier orbital gap (spin up / spin down) is 7.4 / 7.4 eV.

---

(2)
Formula: C47H44HfN6OS4Se4
Source: the OMol25 dataset
Level of theory: ωB97M-V/def2-TZVPD

Each line ends with the Mulliken charge.
CARTESIAN COORDINATES (ANGSTROEM)
Hf (-0.9914, -0.5857, 2.0289)  -0.397
N (-1.0755, 0.7155, 0.4342)  1.344
S (-1.4172, 2.0492, -0.0764)  1.065
N (-0.7699, 3.3403, 0.6421)  -0.302
S (0.5705, 3.2845, 1.4161)  1.325
N (1.6628, 2.2464, 1.0565)  -0.271
S (1.7788, 0.7106, 1.5346)  1.789
N (0.8645, 0.1499, 2.5717)  -0.385
C (3.4724, 0.5881, 1.9965)  0.326
C (4.4596, 1.2933, 1.3125)  -0.409
C (5.7741, 1.1168, 1.7029)  -0.954
C (6.0833, 0.2545, 2.7526)  -0.564
C (5.0841, -0.4370, 3.4207)  -0.836
C (3.7573, -0.2740, 3.0452)  -0.492
C (1.8058, -0.1484, -0.0215)  0.727
C (2.0580, 0.5109, -1.2178)  -0.299
C (2.1507, -0.2401, -2.3774)  -0.941
C (2.0007, -1.6227, -2.3330)  -0.679
C (1.7643, -2.2635, -1.1262)  -0.877
C (1.6726, -1.5279, 0.0477)  -0.737
C (1.3479, 4.8239, 1.0763)  0.200
C (2.6860, 4.9572, 1.4274)  -0.409
C (3.3091, 6.1666, 1.1758)  -0.848
C (2.5997, 7.2086, 0.5882)  -0.657
C (1.2599, 7.0569, 0.2582)  -0.870
C (0.6141, 5.8539, 0.5037)  -0.281
C (0.2224, 3.3192, 3.1351)  1.321
C (1.2108, 2.9643, 4.0481)  -0.099
C (0.9511, 3.1464, 5.3943)  -0.860
C (-0.2625, 3.6885, 5.8047)  -0.728
C (-1.2319, 4.0441, 4.8772)  -0.553
C (-0.9940, 3.8702, 3.5229)  -0.902
C (-0.9342, 2.2167, -1.7665)  0.716
C (-1.1744, 1.1078, -2.5706)  -0.308
C (-0.8319, 1.1835, -3.9109)  -0.777
C (-0.2528, 2.3409, -4.4222)  -0.700
C (-0.0100, 3.4330, -3.5988)  -0.830
C (-0.3557, 3.3798, -2.2556)  -0.346
C (-3.1285, 2.4692, -0.0979)  0.364
C (-4.0320, 1.4430, 0.1151)  -0.020
C (-5.3881, 1.7349, 0.0570)  -1.025
C (-5.8089, 3.0264, -0.2200)  -0.664
C (-4.8836, 4.0409, -0.4530)  -0.789
C (-3.5286, 3.7694, -0.3984)  -0.626
H (4.2053, 1.9593, 0.4983)  0.490
H (6.5629, 1.6501, 1.1895)  0.486
H (7.1153, 0.1238, 3.0498)  0.454
H (5.3339, -1.1024, 4.2360)  0.478
H (2.9557, -0.7952, 3.5544)  0.534
H (2.1602, 1.5874, -1.2438)  0.455
H (2.3388, 0.2573, -3.3203)  0.487
H (2.0835, -2.2038, -3.2428)  0.552
H (1.6709, -3.3406, -1.0920)  0.311
H (1.5512, -2.0306, 1.0018)  0.755
H (3.2282, 4.1348, 1.8767)  0.424
H (4.3507, 6.2972, 1.4372)  0.472
H (3.0974, 8.1489, 0.3890)  0.421
H (0.7134, 7.8767, -0.1886)  0.484
H (-0.4324, 5.7192, 0.2699)  0.434
H (2.1553, 2.5451, 3.7270)  0.199
H (1.6962, 2.8627, 6.1251)  0.513
H (-0.4513, 3.8384, 6.8598)  0.432
H (-2.1785, 4.4531, 5.2046)  0.485
H (-1.7394, 4.1380, 2.7864)  0.377
H (-1.5969, 0.2050, -2.1400)  0.243
H (-1.0094, 0.3350, -4.5598)  0.509
H (0.0132, 2.3917, -5.4702)  0.430
H (0.4428, 4.3295, -4.0027)  0.492
H (-0.1678, 4.2207, -1.6027)  0.406
H (-3.6824, 0.4362, 0.2973)  0.326
H (-6.1142, 0.9504, 0.2271)  0.515
H (-6.8675, 3.2470, -0.2666)  0.433
H (-5.2226, 5.0424, -0.6814)  0.469
H (-2.7997, 4.5490, -0.5782)  0.353
Se (-2.4943, 1.0149, 3.4384)  -0.172
Se (-3.7572, -0.9245, 2.9184)  -0.177
Se (-2.6142, -2.5399, 4.1537)  -0.063
Se (-0.7363, -3.0777, 2.8248)  -0.538
C (-0.7574, -4.7021, -4.3967)  -0.708
C (-2.2701, -4.7698, -4.2080)  -0.767
C (-2.6744, -4.9233, -2.7512)  -0.172
N (-2.2958, -3.7078, -2.0107)  0.053
C (-2.1154, -3.4951, -0.7167)  0.129
S (-2.2108, -1.8536, -0.1846)  -0.001
N (-1.9114, -4.4681, 0.1834)  0.548
C (-1.9687, -5.9217, 0.1025)  0.112
O (-2.8306, -6.4787, 0.7140)  -0.512
C (-0.8395, -6.6010, -0.5782)  -0.168
C (0.4052, -5.9915, -0.6732)  0.152
C (1.4453, -6.6446, -1.3175)  -0.758
C (1.2328, -7.8992, -1.8738)  -0.398
C (-0.0076, -8.5180, -1.7568)  -0.666
C (-1.0424, -7.8748, -1.0994)  -0.300
H (-0.4974, -4.6271, -5.4522)  0.415
H (-0.2783, -5.5989, -3.9954)  0.206
H (-0.3296, -3.8373, -3.8819)  0.036
H (-2.6798, -5.6195, -4.7552)  0.376
H (-2.7479, -3.8752, -4.6214)  0.383
H (-2.1624, -5.7823, -2.3341)  0.082
H (-3.7506, -5.0765, -2.6543)  0.246
H (-2.4474, -2.8434, -2.5129)  0.193
H (-2.0096, -4.1351, 1.1419)  -0.129
H (0.5591, -5.0266, -0.2059)  0.651
H (2.4217, -6.1819, -1.3832)  0.462
H (2.0387, -8.4027, -2.3915)  0.428
H (-0.1626, -9.5055, -2.1701)  0.433
H (-2.0132, -8.3439, -0.9928)  0.465

Forces on atoms 1 to 6 (eV/Å):
-1.396 -0.107 -0.176
-0.157 0.014 -0.278
0.273 0.161 -0.092
-0.048 0.113 -0.034
0.031 -0.049 -0.089
0.045 0.217 0.135

For the relative energy (zero: lowest compared OMol25 entry of this formula, charge and spin), the calculation gives 16.6 kcal per mole. As for the spin multiplicity: 1. The total charge is +2. The calculated total energy is -13467.18129 Ha. The value obtained for the LUMO energy is -4.869 eV. As for the highest occupied orbital energy: -12.2 eV. The frontier orbital gap is 7.3 eV.